Molecular formula: C4H7N3
Method: DFT, ωB97M-V with the def2-TZVPD basis set

Structure (XYZ):
```
14
Properties=species:S:1:pos:R:3:forces:R:3
H -0.109933 -0.914637 -2.164659 0.0310 0.0807 0.0258
C 0.401210 0.870114 0.236891 0.0333 0.0221 -0.0421
N 0.409364 0.239945 -2.386706 0.1021 0.1806 -0.2694
H 0.825110 1.850445 0.408276 -0.0525 -0.1439 -0.0438
C -0.091485 -0.043486 1.209343 -0.0545 -0.1238 -0.1610
C 0.216573 0.187545 -0.948393 -0.0466 -0.1308 0.0176
N -0.062617 0.176158 2.610107 -0.1672 0.0542 0.0153
C -0.528388 -1.190016 0.548998 -0.0037 0.0059 0.2546
H -0.144768 0.929031 -2.893918 0.0752 -0.1141 0.1228
H 1.376151 0.271734 -2.708136 -0.1589 -0.0197 0.0852
H -0.954907 -2.093322 0.964660 0.0547 0.1289 -0.0391
H -0.264009 1.144603 2.830445 0.0321 -0.1164 0.0029
H -0.747245 -0.399422 3.086274 0.1057 0.0445 -0.0387
N -0.325054 -1.028691 -0.793181 0.0493 0.1319 0.0699
```
Positions in Å, forces in eV/Å.

Results
HOMO-LUMO gap (eV): 7.565
Energy relative to the best compared isomer or geometry (same formula, charge and spin) (kcal/mol): 53.81
Net charge: 0
2S+1: 1
LUMO level (hartree): 0.022
HOMO level (eV): -6.96



Molecular formula: C18H27F4N4O22
Method: DFT, ωB97M-V with the def2-TZVPD basis set

Structure (XYZ):
```
75
Properties=species:S:1:pos:R:3:forces:R:3
H 0.694848 2.546647 -2.933479 -0.0809 0.0999 -0.7223
O 0.079818 3.954027 -0.400209 -0.0493 0.9217 -1.3465
O -5.140472 -4.492403 1.499711 -0.5318 0.1530 -0.1067
O -1.743312 -4.505873 -5.015589 0.0696 1.4531 -0.2963
C -4.482972 -2.747983 0.045601 0.4523 -0.4725 1.4847
H -4.896362 1.533927 -1.919109 0.0337 -0.2945 -0.1298
C 1.731078 4.204337 5.625341 -0.5533 3.9455 1.8047
H -3.660842 -2.702973 0.759871 -0.0470 0.2813 0.0610
O 3.967428 -0.603883 -0.824829 0.8428 -1.6957 4.2486
C 2.113058 4.703827 4.267351 -1.8473 2.9688 1.2979
F -0.786002 -5.147863 -1.329969 0.2896 -0.8211 -1.7439
C 2.198848 3.734967 0.501991 -0.2208 -1.2078 -0.3750
F 3.055728 2.952177 -0.279779 -0.3419 0.5482 -0.1057
C 3.144828 -0.879233 2.512791 0.3239 0.4101 -0.0613
O -0.397142 -3.911783 0.392971 1.2413 0.3049 -1.2987
O 2.921048 -1.244443 1.140711 1.1129 -1.2950 -0.7370
H -4.060962 -3.188263 -0.857819 -0.5814 0.1798 -0.1610
H -3.183592 1.729657 -1.514039 0.3553 0.2195 -0.8339
O 3.125248 3.687077 -3.838669 0.8646 1.3434 2.1296
O -4.686072 1.535637 -4.395949 -1.2193 -0.2578 0.3748
O 2.433438 2.485597 -5.379029 -0.3860 -1.2503 -1.8040
C -1.457932 -2.886023 -3.467829 0.1262 1.2191 1.5595
H 5.085088 -0.155923 3.354641 -0.0810 0.5651 -0.5139
H -0.772842 -6.864083 1.080421 -0.8701 -0.3621 0.5008
O 1.612678 3.692327 3.553591 -0.2433 0.4986 -6.1561
C -3.880022 1.287837 -2.226689 -1.0124 -0.8590 0.9453
H -1.092722 -0.419263 -1.591529 -0.2140 0.1729 0.0381
F 5.353958 -1.903693 2.522431 -0.0782 -0.4605 0.0822
O 4.808408 -0.146083 1.261721 2.4129 0.0155 -0.3852
O 1.966308 4.963097 -0.119479 3.2621 0.8228 0.3756
N -3.755462 1.592537 -3.640529 3.3214 1.5963 -1.8171
N -5.487462 -3.738413 0.632751 -2.3860 0.6879 -3.4743
H 0.654388 -5.493113 0.141181 0.2186 -0.9496 -1.2637
C 1.545348 1.967347 -3.292869 1.6366 0.4311 0.8441
H -0.497612 -3.287023 -3.143659 -0.3627 -0.4612 -0.4047
H 2.244948 4.727957 6.431471 0.9584 -0.7399 -0.0697
C 1.555508 2.589017 4.209521 -2.1762 -4.5366 0.6355
C -1.334952 -5.983183 0.770351 0.5177 -0.4633 -0.2202
N 2.462928 2.779597 -4.219299 -1.8200 -0.7104 -0.4629
H -2.249682 -6.181703 0.211831 -0.1787 -0.0986 0.4814
O -1.767172 -0.718443 0.788531 -0.6866 -0.3337 -1.0243
H 1.331308 1.000287 -3.747929 -0.1401 0.4833 -0.0799
C -0.831142 -3.972323 1.627101 -0.3574 6.5246 1.8395
C 0.814238 3.159207 0.499411 0.2723 -1.9174 -0.0274
O 0.451338 5.949387 -1.525049 2.2055 -4.4445 2.1829
H 1.583848 5.575457 3.882251 0.5364 0.4111 0.2178
C -0.387842 -5.256193 -0.072659 1.6387 2.5518 -0.3298
O -2.515752 -2.519543 -5.504039 0.8744 -0.5221 0.4740
H 0.364618 3.065947 1.487971 -0.2074 0.2239 -0.2852
H -1.414382 -1.811133 -3.292299 -0.0767 0.0577 -0.8034
H -3.714262 0.210967 -2.257759 -0.2054 -0.0953 0.6017
H -2.280782 -3.212473 -2.831879 0.2874 -0.3584 0.1527
C -0.261842 -0.132583 -0.946899 0.0492 -0.3293 -0.7552
O -2.607592 1.855967 -4.051989 -1.1560 -0.3563 0.9496
O 1.965448 2.922457 5.400861 1.8725 -4.8133 4.1162
O 0.029038 0.406167 1.395731 0.2372 -0.0762 -1.5973
O -1.462882 -5.042793 1.790041 -3.4405 -5.3366 3.0771
O -6.620582 -3.739213 -0.007909 3.2830 -0.3277 2.6114
H 2.184218 1.854907 -2.416919 -0.0770 -0.3843 0.1041
H 0.879458 2.160007 0.068781 -0.1651 -0.1494 0.5138
N -1.883712 -3.293343 -4.799079 -0.8980 -1.3516 -0.6732
H 2.693348 3.698167 1.472671 -0.1429 1.1274 -0.1882
H 0.127368 0.822077 -1.300789 0.0601 0.0342 0.1604
H 2.722228 -1.521043 3.285831 -0.0245 -0.4333 -0.6282
H 2.666188 0.097657 2.581371 0.0275 0.1098 0.4791
C 0.873428 4.966077 -0.843359 -4.5925 4.0208 -0.9202
C 4.002288 -0.807983 0.405881 -3.5893 2.8535 -3.1653
H 0.495078 -0.896743 -1.123569 0.3205 0.0506 0.1957
H -4.952542 -1.768003 -0.039529 0.0191 -0.3849 -0.3372
H 0.705498 4.305447 5.980401 -0.5872 0.4598 -0.8040
C -0.694382 -0.145703 0.502901 -0.0302 0.4037 2.6246
F 3.451498 4.859827 4.210651 0.6099 -0.1852 -0.5619
O -0.873942 -3.060403 2.424441 1.0021 -1.4506 -0.9075
O 1.074218 1.518777 3.912561 1.5691 2.1186 -0.0796
C 4.665678 -0.715273 2.518381 -1.2463 -0.0836 0.4931
```
Positions in Å, forces in eV/Å.

Results
HOMO-LUMO gap (eV): 6.750
Energy relative to the best compared isomer or geometry (same formula, charge and spin) (kcal/mol): 28.27
Net charge: -1
2S+1: 1
LUMO level (hartree): 0.066
HOMO level (eV): -4.95



Molecular formula: C42H57BBr4N11O3Sr
Method: DFT, ωB97M-V with the def2-TZVPD basis set

Structure (XYZ):
```
119
Properties=species:S:1:pos:R:3:forces:R:3
H -1.751710 4.755215 2.196744 -0.0174 0.0715 0.0364
H -1.688141 -3.215183 -2.207989 0.0010 0.0345 -0.0167
H 4.064917 1.444661 1.416679 0.0333 -0.0426 0.0039
C 1.618268 -0.542940 -5.101814 -0.0411 -0.0079 -0.0530
H -2.255191 -6.636559 -4.717618 -0.0191 -0.0347 -0.0340
C -0.042811 3.575434 1.485264 0.3599 -0.0652 -0.0787
N 0.886621 0.295321 -1.523841 0.7655 0.7022 0.2988
N 0.825620 -0.893012 1.600139 0.4865 0.4517 0.2082
N -1.155618 1.649788 1.354047 0.8216 0.3719 0.1741
H 1.466381 -6.089003 -2.690305 0.0266 -0.0345 -0.0074
O -2.765114 -1.669040 -1.047319 -0.4556 -0.1765 -0.3872
Br -3.879799 2.889442 -3.209594 -0.0078 0.0866 -0.0235
H 2.695443 -0.615752 -4.952229 0.0693 -0.0244 0.0185
C -3.437957 2.300756 2.098019 0.1212 -0.0546 0.1646
C 0.465912 -5.750165 -2.924956 -0.0090 -0.0443 -0.0826
H 3.133510 3.342156 -0.299070 -0.0163 0.0662 0.0261
H 2.069901 -5.112705 -0.422792 -0.0571 -0.0021 0.0291
H -5.259000 1.671327 1.142903 -0.0298 0.0164 -0.0084
C -4.127923 3.540446 2.657044 -0.0877 0.0320 0.0158
H 2.278600 2.242170 1.021763 0.0105 0.0446 0.0163
C -0.505751 -3.428644 2.055350 -0.1128 -0.1959 0.1869
N -4.030045 -3.438040 4.294261 0.4703 0.0832 -0.3803
H -0.951225 0.421872 -4.320289 0.0372 0.0385 -0.0345
H 1.494691 6.335503 0.137578 0.0403 0.0143 0.0142
N 0.070586 2.264302 1.160673 -0.2195 -0.3264 0.0603
C 2.301222 1.320174 -2.919974 0.0493 0.0519 0.0402
H 1.316519 -1.329306 -5.795422 -0.0071 -0.0145 0.0052
H 2.843765 -4.439291 -1.841649 0.0107 0.0563 -0.0589
H -1.406524 0.014260 3.516904 0.0840 0.0521 0.0532
H 2.667457 2.454597 3.226840 -0.0686 0.0244 -0.0508
H -3.107476 -4.537476 -3.714532 0.0091 -0.0354 -0.0399
H -5.149695 3.294987 2.949161 -0.0154 -0.0164 0.0055
H 0.459794 5.136445 -0.652737 0.0142 -0.0567 -0.0199
H 0.544942 -4.448903 4.335907 -0.0141 -0.0210 -0.0152
C 2.733888 -1.355633 2.687766 -0.0341 -0.0030 0.1421
C 3.184706 4.205825 -2.254578 0.0134 0.0342 -0.0324
H -4.495925 -3.897635 3.509016 0.0066 0.0898 0.1972
C -0.649477 -0.583719 -4.022765 -0.1816 -0.0085 -0.1176
H 2.841685 1.582324 -3.810826 0.0489 0.0215 -0.0710
H -0.593540 -3.220494 1.001535 0.0440 0.0990 -0.4113
H 5.483587 -0.565369 1.951162 -0.0076 -0.0279 -0.0609
Br -5.020130 -3.420868 -1.899235 -0.1057 -0.0443 0.0303
C 4.805455 2.527273 -1.330662 0.0441 -0.0665 -0.0453
C -0.006731 -4.554507 -2.389744 0.2975 -0.0850 0.1510
N -2.459952 -1.650559 4.338710 0.1365 0.1021 0.0493
H 3.440911 3.922577 -3.276222 0.0212 -0.0197 -0.0423
H 4.394984 2.689509 3.515961 0.0344 0.0274 -0.0050
C -4.199304 1.764558 0.893316 -0.1494 -0.1026 -0.1327
C 3.357187 3.016727 -1.310054 -0.0301 0.0344 -0.0404
C 0.846817 -3.710358 -1.499516 -0.5134 0.0988 -0.2812
Br -6.582248 1.433501 -4.527615 -0.0669 0.0115 -0.0468
C -3.355005 0.399493 -2.071402 -0.0272 -0.1818 -0.0056
C 0.851790 -0.678173 -3.790439 0.1739 -0.0244 0.1440
H 6.070454 0.916087 2.713310 -0.0183 0.0225 -0.0027
C 2.814192 -0.077033 2.189975 0.1398 0.3803 -0.1875
C -2.145560 -0.757341 3.402118 -0.0559 0.1811 0.2427
H 0.237455 -2.735303 4.631743 -0.0601 0.0694 0.0262
H -0.946244 -1.286636 -4.805386 -0.0179 0.0187 -0.0183
H 3.502373 1.453174 4.410524 -0.0002 -0.0243 0.0085
H 3.836666 5.031538 -1.964406 0.0305 0.0236 0.0323
H -4.186169 4.331399 1.908062 0.0258 0.0249 -0.0759
C -5.644920 -0.888617 -3.160302 -0.0081 -0.1379 0.0253
C -4.271865 1.066130 -2.881435 -0.0648 -0.0341 -0.0516
H 0.028263 -7.427680 -4.190726 0.0290 -0.0379 -0.0161
H 2.157181 4.564863 -2.264812 -0.0464 -0.0041 0.0384
H -0.206659 6.181561 0.589132 -0.0385 0.0256 0.0246
H 5.199940 -0.276669 3.667196 -0.0273 -0.0323 0.0484
H -1.223431 -0.826860 -3.133679 0.0101 -0.0362 0.1243
H 5.484267 3.322166 -1.018655 0.0420 0.0470 0.0185
C 0.884215 -3.176305 2.610671 0.3337 -0.0337 0.0163
H -1.246454 -2.832661 2.574369 0.0729 0.0641 -0.0089
C 2.182044 -4.198638 -1.009037 0.0824 -0.0545 0.0566
H -3.852684 0.779726 0.593055 0.0568 -0.0148 0.0223
C -3.607909 -1.014946 -1.794748 0.0242 0.0812 0.0060
N -3.620836 -1.974511 2.493869 -0.0102 0.3188 -0.5498
C 1.344733 0.315490 -2.764475 -0.3527 -0.3748 -0.1578
H -3.614576 3.941361 3.530905 0.0509 -0.0018 0.0645
O -2.310915 0.961948 -1.562626 -0.4560 0.1756 -0.4504
C 0.894570 -3.436867 4.118844 0.0895 -0.0572 0.0517
C -1.334172 3.813217 1.892610 0.0241 0.0487 0.0113
H 3.484449 -1.876807 3.254278 0.0225 -0.0482 0.0513
H -3.469848 1.529962 2.878109 0.0271 0.0813 -0.0485
H 5.090751 2.212279 -2.335936 -0.0122 0.0075 -0.0378
H 2.624228 -3.414535 -0.397871 0.0245 -0.0255 0.0026
H 1.571498 -3.902487 2.153943 -0.0633 0.0218 -0.0070
N 1.666818 0.197956 1.525174 -0.3743 -0.2762 0.0961
C 1.302203 5.291035 2.712357 -0.0507 0.0209 0.0621
C -0.337548 -6.502150 -3.768033 -0.0287 0.1001 0.0550
H 1.409613 0.414052 -5.583432 -0.0259 0.0666 0.0096
H -0.781934 -4.476687 2.203635 0.0620 -0.0058 -0.0036
H 4.950748 1.671919 -0.670855 -0.0264 -0.0312 0.0466
N -3.354240 -2.359510 3.695129 -0.2876 -0.2942 0.5080
O 0.441922 -2.611362 -1.184549 0.1077 0.1510 0.4380
C -5.405379 0.439274 -3.428057 0.0113 0.1411 -0.0259
Br -7.154052 -1.776466 -3.877872 -0.0729 -0.0055 -0.0422
C 1.048418 4.600681 1.374182 -0.0641 0.0434 -0.0891
H 0.425879 5.860366 3.026177 -0.0406 0.0148 0.0002
H 2.140651 5.984063 2.632832 0.0434 0.0418 -0.0096
N -2.851904 -0.919349 2.281792 -0.0421 -0.4803 -0.0785
N 1.553144 1.284395 -0.834669 -0.1976 -0.1345 -0.0822
H -3.286241 -4.058840 4.618359 -0.2306 0.0507 0.0005
H 1.965476 4.105126 1.073641 0.0434 -0.0180 0.0085
H 1.523503 4.571408 3.500643 0.0295 -0.0383 -0.0043
C 1.465806 -1.814266 2.309119 -0.4517 -0.1146 -0.3057
H 1.052534 -1.676334 -3.384036 0.0360 0.0840 -0.0433
C 0.682960 5.622719 0.296095 0.0043 0.0571 -0.0305
C -1.986063 2.583111 1.791247 -0.3938 -0.0966 -0.0315
H -4.099523 2.415308 0.025158 0.0226 0.0913 -0.0117
C 3.935727 0.911449 2.360168 0.0638 -0.0756 -0.0656
C 5.245878 0.200919 2.687539 0.0725 0.0588 0.0216
B 1.394985 1.518386 0.719453 -0.1526 -0.0863 -0.0522
H 1.895022 -3.333091 4.541146 -0.0034 0.0227 -0.0103
C -4.743044 -1.596722 -2.344689 -0.0485 0.0637 -0.0297
C -1.298214 -4.115816 -2.673564 -0.0601 -0.1180 -0.0168
C 2.409874 1.911604 -1.679562 0.0662 0.0001 0.2460
C -2.099355 -4.873937 -3.513085 -0.0014 0.0318 -0.0149
C 3.603226 1.942174 3.438943 -0.0049 -0.0260 0.0989
Sr -1.091191 -0.380195 -0.157835 0.2120 -0.9291 0.6114
C -1.619573 -6.055538 -4.062779 -0.0075 0.0156 -0.0022
```
Positions in Å, forces in eV/Å.

Results
HOMO-LUMO gap (eV): 5.761
Energy relative to the best compared isomer or geometry (same formula, charge and spin) (kcal/mol): 7.35
Net charge: -1
2S+1: 1
LUMO level (hartree): 0.076
HOMO level (eV): -3.68



Molecular formula: C3H10N3O
Method: DFT, ωB97M-V with the def2-TZVPD basis set

Structure (XYZ):
```
17
Properties=species:S:1:pos:R:3:forces:R:3
C -1.637383 0.013899 -0.077809 2.3283 -0.6264 -0.9217
H 0.825577 0.099531 -1.465732 -0.8637 -0.5549 -2.0230
H 2.038005 -1.327391 0.685165 1.3126 -0.3365 1.4808
H 1.867513 1.663807 0.818526 -0.1782 -0.2902 0.5568
N 1.302405 -1.236078 0.061904 -0.0172 3.5724 -1.2664
H 1.568194 2.252742 -0.824490 -0.3380 -2.1050 0.8939
O -0.457249 0.524379 0.178963 -0.3888 -0.8531 -0.0217
H -1.197722 -2.063742 -0.186500 -0.9412 1.5946 0.0477
N -2.515857 0.967396 -0.250763 -0.0705 2.3879 0.9522
H -2.078653 1.915381 0.056472 -1.6804 -2.1629 -1.0842
C 1.098691 0.070790 -0.470296 -1.8056 -2.6645 1.7966
H 2.853302 1.220223 -0.490923 1.5687 -0.6917 -0.3387
H -2.906341 -1.684117 -0.197306 2.1085 1.1167 -0.3890
H -3.454634 0.846196 -0.607926 0.1334 0.1563 0.3521
N -1.909155 -1.307636 -0.314411 -0.9984 -0.8898 0.7886
H 0.930243 -2.081414 -0.303863 -0.0069 -0.0717 -0.7854
C 1.847863 1.308306 -0.197647 -0.1625 2.4186 -0.0385
```
Positions in Å, forces in eV/Å.

Results
HOMO-LUMO gap (eV): 11.320
Energy relative to the best compared isomer or geometry (same formula, charge and spin) (kcal/mol): 52.63
Net charge: +1
2S+1: 1
LUMO level (hartree): -0.109
SMILES: C[C@@H](N)OC(N)=[NH2+]
HOMO level (eV): -14.29